i | C19H21N5O3S2 in the gas phase, computed with wB97M-V/def2-TZVPD.

Each atom is followed by the atoms it is bonded to, with distances in Å.
CARTESIAN COORDINATES (ANGSTROEM)
1 C -4.236 -0.770 1.928  C2 1.522, H30 1.087, H31 1.088, H32 1.086
2 C -4.336 -1.214 0.475  C1 1.522, O3 1.428, H33 1.095, H34 1.092
3 O -3.288 -0.645 -0.312  C2 1.428, C4 1.333
4 C -2.115 -1.277 -0.287  O3 1.333, O5 1.221, C6 1.458
5 O -1.937 -2.324 0.317  C4 1.221
6 C -1.059 -0.599 -1.028  C4 1.458, C7 1.383, C24 1.430
7 C 0.249 -1.031 -0.902  C6 1.383, N8 1.373, S22 1.718
8 N 0.655 -2.046 -0.071  C7 1.373, C9 1.358, H35 1.030
9 C 1.945 -2.143 0.341  N8 1.358, O10 1.213, C11 1.512
10 O 2.856 -1.603 -0.250  C9 1.213
11 C 2.133 -2.908 1.632  C9 1.512, S12 1.842, H36 1.089, H37 1.090
12 S 0.968 -2.295 2.921  C11 1.842, C13 1.772
13 C 0.730 -0.625 2.378  S12 1.772, N14 1.320, C21 1.397
14 N -0.522 -0.208 2.352  C13 1.320, C15 1.327
15 C -0.797 0.991 1.854  N14 1.327, N16 1.315, H38 1.081
16 N 0.048 1.859 1.341  C15 1.315, C17 1.330
17 C 1.317 1.468 1.423  N16 1.330, N18 1.345, C21 1.428
18 N 2.427 2.138 1.066  C17 1.345, N19 1.342, H39 1.007
19 N 3.538 1.442 1.355  N18 1.342, C20 1.304
20 C 3.175 0.305 1.881  N19 1.304, C21 1.419, H40 1.070
21 C 1.760 0.224 1.966  C13 1.397, C17 1.428, C20 1.419
22 S 1.376 -0.043 -1.740  C7 1.718, C23 1.746
23 C 0.071 0.976 -2.296  S22 1.746, C24 1.357, C29 1.489
24 C -1.144 0.570 -1.848  C6 1.430, C23 1.357, C25 1.495
25 C -2.397 1.315 -2.183  C24 1.495, C26 1.528, H41 1.091, H42 1.094
26 C -2.158 2.296 -3.329  C25 1.528, C27 1.530, H43 1.091, H44 1.092
27 C -0.884 3.111 -3.098  C26 1.530, C28 1.525, C29 1.532, H45 1.095
28 C -0.743 4.227 -4.127  C27 1.525, H46 1.087, H47 1.088, H48 1.088
29 C 0.321 2.167 -3.155  C23 1.489, C27 1.532, H49 1.092, H50 1.095
30 H -4.327 0.311 1.999  C1 1.087
31 H -3.277 -1.073 2.342  C1 1.088
32 H -5.033 -1.231 2.504  C1 1.086
33 H -4.277 -2.305 0.409  C2 1.095
34 H -5.261 -0.862 0.014  C2 1.092
35 H -0.134 -2.508 0.402  N8 1.030
36 H 3.163 -2.813 1.972  C11 1.089
37 H 1.881 -3.961 1.510  C11 1.090
38 H -1.840 1.272 1.849  C15 1.081
39 H 2.491 3.050 0.643  N18 1.007
40 H 3.910 -0.407 2.193  C20 1.070
41 H -3.187 0.609 -2.443  C25 1.091
42 H -2.727 1.854 -1.290  C25 1.094
43 H -3.017 2.964 -3.419  C26 1.091
44 H -2.062 1.746 -4.267  C26 1.092
45 H -0.932 3.550 -2.096  C27 1.095
46 H -1.575 4.923 -4.052  C28 1.087
47 H 0.181 4.779 -3.968  C28 1.088
48 H -0.729 3.817 -5.134  C28 1.088
49 H 1.228 2.681 -2.828  C29 1.092
50 H 0.486 1.847 -4.190  C29 1.095

For the HOMO energy, the calculation gives -7.99 eV. Its spin multiplicity is 1. The HOMO-LUMO gap is 0.2969 Eh.

Mulliken atomic charge list, values in e, 6 entries:
1. C -1.03
2. C -0.33
3. O -0.29
4. C 0.76
5. O -0.82
6. C -0.78

ii | C19H21N5O3S2 in the gas phase, computed with wB97M-V/def2-TZVPD.

Each atom is followed by the atoms it is bonded to, with distances in Å.
CARTESIAN COORDINATES (ANGSTROEM)
1 C -1.488 -3.782 2.133  C2 1.585, H30 1.086, H31 1.055, H32 1.095
2 C -0.550 -3.317 0.944  C1 1.585, C3 1.621, C4 1.621, H33 1.089
3 C -1.370 -2.543 -0.221  C2 1.621, H34 1.060, H35 1.111, H36 1.102
4 C 0.739 -2.568 1.581  C2 1.621, C5 1.541, C29 1.545, H37 1.109
5 C 0.529 -1.083 1.936  C4 1.541, O6 1.260, N7 1.391
6 O -0.468 -0.429 2.343  C5 1.260
7 N 1.567 -0.681 1.101  C5 1.391, C8 1.422, C29 1.546
8 C 1.311 0.177 -0.004  N7 1.422, C9 1.528, C19 1.425
9 C 0.932 1.651 0.122  C8 1.528, O10 1.191, O11 1.426
10 O 1.198 2.430 -0.739  C9 1.191
11 O 0.245 1.958 1.334  C9 1.426, C12 1.379
12 C -0.014 3.268 1.678  O11 1.379, C13 1.525, H38 1.060, H39 1.158
13 C -0.687 3.463 3.032  C12 1.525, C14 1.337, C18 1.426
14 C -0.134 4.196 4.005  C13 1.337, C15 1.395, H40 1.114
15 C -0.795 4.294 5.230  C14 1.395, C16 1.351, H41 1.082
16 C -1.965 3.683 5.520  C15 1.351, C17 1.368, H42 1.036
17 C -2.529 2.827 4.615  C16 1.368, C18 1.384, H43 1.085
18 C -1.833 2.712 3.424  C13 1.426, C17 1.384, H44 1.091
19 C 1.427 -0.547 -1.227  C8 1.425, C20 1.481, S28 1.783
20 C 1.267 -0.014 -2.599  C19 1.481, S21 1.844, H45 1.061, H46 1.081
21 S 1.180 -1.229 -3.983  C20 1.844, C22 1.724
22 C 0.953 -0.278 -5.403  S21 1.724, N23 1.325, N26 1.382
23 N 0.728 1.027 -5.362  C22 1.325, N24 1.384
24 N 0.697 1.398 -6.695  N23 1.384, N25 1.272
25 N 0.845 0.386 -7.451  N24 1.272, N26 1.330
26 N 0.797 -0.713 -6.705  C22 1.382, N25 1.330, C27 1.521
27 C 1.126 -2.094 -7.252  N26 1.521, H47 1.121, H48 1.069, H49 1.151
28 S 1.749 -2.296 -1.106  C19 1.783, C29 1.849
29 C 1.948 -2.131 0.725  C4 1.545, N7 1.546, S28 1.849, H50 1.090
30 H -1.884 -2.999 2.773  C1 1.086
31 H -2.285 -4.401 1.825  C1 1.055
32 H -0.901 -4.465 2.756  C1 1.095
33 H -0.184 -4.229 0.475  C2 1.089
34 H -2.282 -3.048 -0.414  C3 1.060
35 H -1.573 -1.488 0.061  C3 1.111
36 H -0.802 -2.602 -1.163  C3 1.102
37 H 0.949 -3.038 2.563  C4 1.109
38 H -0.689 3.753 1.021  C12 1.060
39 H 0.982 3.857 1.633  C12 1.158
40 H 0.873 4.665 3.917  C14 1.114
41 H -0.376 4.792 6.096  C15 1.082
42 H -2.481 3.891 6.394  C16 1.036
43 H -3.391 2.259 4.949  C17 1.085
44 H -2.159 1.922 2.747  C18 1.091
45 H 2.000 0.709 -2.857  C20 1.061
46 H 0.315 0.492 -2.659  C20 1.081
47 H 1.944 -1.883 -7.989  C27 1.121
48 H 0.246 -2.497 -7.705  C27 1.069
49 H 1.408 -2.894 -6.473  C27 1.151
50 H 2.887 -2.562 1.072  C29 1.090

For the HOMO energy, the calculation gives -8.35 eV. Its spin multiplicity is 1. The HOMO-LUMO gap is 0.3101 Eh.

Mulliken atomic charge list, values in e, 6 entries:
1. C -1.55
2. C 0.34
3. C -1.13
4. C -0.13
5. C -0.04
6. O -0.55

Energetically preferred structure: i | next structure: +0.2424 hartree

i | 2 unconnected molecules or ions with the total composition C4H4O6, computed with wB97M-V/def2-TZVPD.

Each atom is followed by the atoms it is bonded to, with distances in Å.
CARTESIAN COORDINATES (ANGSTROEM)
1 O -1.378 0.380 -0.795  C2 1.216
2 C -1.318 0.330 0.419  O1 1.216, C3 1.449, H7 1.109
3 C -0.464 -0.561 1.178  C2 1.449, O4 1.367, C5 1.356
4 O -0.524 -0.570 2.543  C3 1.367, H8 0.967
5 C 0.406 -1.349 0.499  C3 1.356, O6 1.336, H9 1.082
6 O 1.251 -2.201 1.087  C5 1.336, H10 0.964
7 H -1.946 0.997 1.044  C2 1.109
8 H -1.249 -0.009 2.849  O4 0.967
9 H 0.410 -1.257 -0.579  C5 1.082
10 H 1.835 -2.613 0.440  O6 0.964
11 O 1.517 0.536 -2.150  C12 1.160
12 C 0.873 1.502 -2.171  O11 1.160, O13 1.313, O14 1.304
13 O 0.825 2.749 -2.576  C12 1.313, O14 1.490
14 O -0.239 2.066 -1.788  C12 1.304, O13 1.490

For the HOMO energy, the calculation gives -8.73 eV. Its spin multiplicity is 1. The HOMO-LUMO gap is 0.3223 Eh.

Mulliken atomic charge list, values in e, 6 entries:
1. O -0.55
2. C -0.11
3. C 0.43
4. O -0.50
5. C -0.01
6. O -0.46

ii | C4H4O6 in the gas phase, computed with wB97M-V/def2-TZVPD.

Each atom is followed by the atoms it is bonded to, with distances in Å.
CARTESIAN COORDINATES (ANGSTROEM)
1 O -2.491 -1.095 1.230  C2 1.199
2 C -1.887 -0.207 0.696  O1 1.199, O3 1.273, C4 1.513
3 O -2.354 0.965 0.529  C2 1.273, H11 1.092
4 C -0.472 -0.559 0.292  C2 1.513, O5 1.535, C6 1.303
5 O -0.459 -1.979 -0.291  C4 1.535, H12 0.992
6 C 0.477 0.263 -0.059  C4 1.303, O7 1.385, C8 1.523
7 O -0.050 1.539 -0.170  C6 1.385, H13 1.206
8 C 1.911 0.224 -0.569  C6 1.523, O9 1.263, O10 1.282
9 O 2.567 -0.808 -0.883  C8 1.263
10 O 2.577 1.307 -0.731  C8 1.282, H14 1.071
11 H -1.653 1.800 0.483  O3 1.092
12 H -1.266 -2.439 0.056  O5 0.992
13 H 0.880 2.018 0.429  O7 1.206
14 H 3.538 0.856 -0.594  O10 1.071

For the HOMO energy, the calculation gives -9.94 eV. Its spin multiplicity is 1. The HOMO-LUMO gap is 0.3432 Eh.

Mulliken atomic charge list, values in e, 6 entries:
1. O -0.57
2. C 0.47
3. O -0.54
4. C 0.71
5. O -0.50
6. C 0.08

iii | C4H4O6 in the gas phase, computed with wB97M-V/def2-TZVPD.

Each atom is followed by the atoms it is bonded to, with distances in Å.
CARTESIAN COORDINATES (ANGSTROEM)
1 O -2.856 -0.076 -0.032  C2 1.263
2 C -1.633 -0.385 -0.094  O1 1.263, O3 1.325, C4 1.469
3 O -1.304 -1.647 -0.325  C2 1.325, H11 1.121
4 C -0.626 0.647 0.184  C2 1.469, O5 1.414, C6 1.382
5 O -1.311 1.884 0.183  C4 1.414, H12 1.034
6 C 0.744 0.768 0.044  C4 1.382, O7 1.443, C8 1.564
7 O 1.417 2.014 -0.234  C6 1.443, H13 0.976
8 C 1.730 -0.446 0.102  C6 1.564, O9 1.240, O10 1.302
9 O 2.925 -0.392 -0.223  C8 1.240
10 O 1.133 -1.534 0.496  C8 1.302, H14 0.987
11 H -2.226 -2.143 -0.727  O3 1.121
12 H -2.189 1.737 0.709  O5 1.034
13 H 2.337 1.759 -0.436  O7 0.976
14 H 1.859 -2.186 0.353  O10 0.987

For the HOMO energy, the calculation gives -9.41 eV. Its spin multiplicity is 1. The HOMO-LUMO gap is 0.3205 Eh.

Mulliken atomic charge list, values in e, 6 entries:
1. O -0.67
2. C 0.88
3. O -0.49
4. C -0.24
5. O -0.51
6. C 0.40

Energetically preferred structure: iii | next structure: +0.0849 hartree

i | CH5OP in the gas phase, computed with wB97M-V/def2-TZVPD.

Each atom is followed by the atoms it is bonded to, with distances in Å.
CARTESIAN COORDINATES (ANGSTROEM)
1 O 1.722 -0.611 0.093  C2 1.558, H4 0.929
2 C 0.427 0.230 -0.112  O1 1.558, P3 1.894, H5 1.099, H6 1.059
3 P -1.288 -0.548 0.097  C2 1.894, H7 1.410, H8 1.509
4 H 1.373 -1.424 0.377  O1 0.929
5 H 0.533 1.063 0.597  C2 1.099
6 H 0.653 0.612 -1.074  C2 1.059
7 H -1.545 0.438 1.070  P3 1.410
8 H -1.875 0.241 -1.047  P3 1.509

For the HOMO energy, the calculation gives -10.21 eV. Its spin multiplicity is 1. The HOMO-LUMO gap is 0.4022 Eh.

Mulliken atomic charge list, values in e, 6 entries:
1. O -0.52
2. C -0.40
3. P -0.02
4. H 0.29
5. H 0.26
6. H 0.27

ii | CH5OP in the gas phase, computed with wB97M-V/def2-TZVPD.

Each atom is followed by the atoms it is bonded to, with distances in Å.
CARTESIAN COORDINATES (ANGSTROEM)
1 O -1.492 -0.989 -0.005  C2 1.412, H4 0.916
2 C -0.596 -0.004 0.465  O1 1.412, P3 1.935, H5 1.054, H6 1.059
3 P 1.155 -0.705 0.036  C2 1.935, H7 1.401, H8 1.403
4 H -1.612 -1.213 -0.885  O1 0.916
5 H -0.868 0.849 -0.092  C2 1.054
6 H -0.726 0.182 1.500  C2 1.059
7 H 1.604 0.306 -0.824  P3 1.401
8 H 1.876 -0.032 1.034  P3 1.403

For the HOMO energy, the calculation gives -9.70 eV. Its spin multiplicity is 1. The HOMO-LUMO gap is 0.3912 Eh.

Mulliken atomic charge list, values in e, 6 entries:
1. O -0.55
2. C -0.28
3. P -0.06
4. H 0.30
5. H 0.28
6. H 0.24

Energetically preferred structure: ii | next structure: +0.0042 hartree